# 1
18
Properties=species:S:1:pos:R:3:forces:R:3:nbo_charge:R:1 method="wB97M-V/def2-TZVPD" lumo_ev=0.690 total_energy_ev=-19157.5387 de_lowest_ev=5.3671
C -1.26520 -1.79469 0.15320 -0.2 -4.4 0.4 -0.6258
C -0.89797 -0.49560 -0.47594 0.3 0.3 2.4 -0.1338
C -1.74795 0.62794 -0.42000 -2.4 5.3 -2.0 -0.2577
C 0.67124 1.28075 0.21380 -1.0 0.0 -0.9 0.4275
C 1.92677 0.54159 0.55817 -0.2 -2.4 1.1 -0.6060
H -1.38614 -2.69928 -0.89505 0.3 2.7 3.6 0.2171
H -2.26446 -1.89288 0.93333 2.7 0.8 -2.8 0.2511
H -0.37030 -2.16209 0.87957 -2.0 0.6 -2.0 0.2315
H -0.17273 -0.35618 -1.25450 0.4 -1.1 -0.3 0.2379
H -1.59379 1.43130 -1.26750 0.1 -1.6 1.4 0.1940
H -2.94276 0.74635 -0.31795 3.0 -0.9 1.0 0.2365
H 0.08198 2.89940 -0.28013 -2.2 1.6 -0.8 0.3332
H 2.61811 1.28258 0.52305 2.2 2.3 -0.3 0.2440
H 2.09081 0.16680 1.57101 -1.1 0.2 0.2 0.2455
H 2.17906 -1.90258 0.21593 0.9 1.7 -0.9 0.1277
N -0.64290 0.66897 0.62769 0.5 -0.9 -2.2 -0.4532
N 0.91339 2.40296 -0.38349 0.3 -2.3 1.8 -0.6373
S 2.80284 -0.74533 -0.38121 -1.5 -1.9 0.2 -0.0322

***

# 2
18
Properties=species:S:1:pos:R:3:forces:R:3:lowdin_spin:R:1 method="wB97M-V/def2-TZVPD" lumo_ev="-0.042 / -1.664" spin_multiplicity=3 total_energy_ev=-19155.0521 de_lowest_ev=3.0526
C 1.67788 -0.30038 0.16585 0.6 -1.4 0.2 0.6826
C -0.89706 1.11172 -1.20953 -1.4 1.0 0.6 0.0862
C -0.71799 0.50794 1.40315 0.7 1.1 -1.8 0.1112
C -1.66887 -1.07936 -0.35323 -0.1 1.2 -1.9 0.0934
C -0.99048 0.19617 -0.01360 -1.1 -0.2 -1.8 0.6282
N 2.44687 -0.86883 1.02801 -2.7 0.7 0.1 0.0532
N 3.58514 -0.37267 0.48621 2.6 1.1 -1.2 0.0416
S 2.87973 0.17639 -1.05949 -0.2 0.2 1.0 0.1417
H -1.60370 1.99417 -1.07800 1.2 -0.3 0.2 0.0282
H 0.13565 1.42828 -1.38136 -0.1 0.4 -0.2 0.0206
H -1.35993 0.69921 -2.13267 0.8 -0.3 0.6 0.0000
H -0.35552 -0.38841 1.79314 0.7 -1.4 1.3 0.0151
H 0.00836 1.30464 1.55462 0.1 0.0 0.0 0.0076
H -1.60333 0.78079 1.90298 -1.3 0.4 0.9 0.0306
H -1.36077 -1.96828 0.12606 1.0 -1.1 0.3 0.0141
H -2.69096 -1.04952 -0.10947 -1.9 0.3 0.8 0.0328
H -1.77589 -1.10224 -1.47170 0.7 -0.9 1.0 0.0025
H 4.29088 -1.06962 0.34900 0.4 -0.8 -0.1 0.0102

***

# 3
19
Properties=species:S:1:pos:R:3:forces:R:3:nbo_charge:R:1 method="wB97M-V/def2-TZVPD" lumo_ev=-0.375 total_energy_ev=-29992.5811 de_lowest_ev=5.2196
C 0.36919 1.62717 -1.81814 -0.3 0.5 1.2 -0.1056
C 3.12608 0.45949 -0.88850 -1.9 -4.9 1.3 -0.4298
C -2.01183 -1.67240 1.20726 1.0 0.6 -0.2 -0.6190
C -0.97496 -0.66745 0.75662 2.4 0.1 0.5 -0.4159
C -1.33953 0.80369 1.02524 -1.0 0.4 2.7 -0.2465
N -0.18943 1.79695 -0.76395 0.4 -1.7 -1.0 0.0004
N -0.47789 1.74570 0.41378 1.3 2.1 0.1 -0.2736
S 2.86902 -0.05723 0.62703 0.1 0.3 -0.5 0.0525
S 2.76052 -0.44715 -2.36982 0.1 3.3 -1.3 0.0539
H 0.27213 2.05794 -2.78220 -0.3 0.3 -0.5 0.2150
H 3.61436 1.31298 -1.05617 1.5 3.5 -1.0 0.1846
H -1.50751 -2.61428 1.21737 0.1 -0.9 0.0 0.2106
H -2.29584 -1.47470 2.25582 -0.7 0.0 -0.8 0.2146
H -2.67562 -1.68172 0.36088 -1.5 -0.2 0.6 0.2135
H -0.74032 -0.77088 -0.33450 -0.3 0.0 0.8 0.2045
H 0.02033 -0.98813 1.27976 -1.5 1.2 -0.8 0.2103
H -2.39438 1.10400 0.80476 0.4 -0.8 -0.2 0.1979
H -1.26706 1.14446 2.17543 -0.1 -1.3 -2.3 0.2079
H 2.84274 -1.67845 -2.11068 0.2 -2.3 1.5 0.1248

***

# 4
18
Properties=species:S:1:pos:R:3:forces:R:3:nbo_charge:R:1 method="wB97M-V/def2-TZVPD" lumo_ev=0.437 total_energy_ev=-16202.3590 de_lowest_ev=3.3763
C 3.20477 0.53818 0.45820 -3.4 0.7 0.2 -0.4486
C 3.03278 -0.38822 -0.57350 3.4 -1.5 -0.8 -0.0139
C 1.89646 0.88353 0.90889 1.0 -0.9 0.2 0.0954
C -1.30366 -1.65257 0.99732 -1.0 -2.9 0.1 -1.1658
C -1.40442 0.75900 -1.20071 0.8 0.1 -1.2 -1.1292
N 1.92589 -0.91089 -0.88980 -2.8 1.7 1.8 -0.2121
N 0.93320 0.19056 0.35587 2.6 -2.1 -2.2 -0.7143
Si -0.77633 0.05552 0.43141 0.0 -1.0 -1.0 1.5986
H 4.06331 1.06804 0.63553 1.9 1.0 0.6 0.2234
H 4.01327 -0.85943 -1.09586 -2.5 1.1 0.9 0.2411
H 1.57489 1.52555 1.74776 0.7 0.0 -0.6 0.2225
H -2.28432 -1.99728 0.56730 0.4 0.9 0.1 0.2478
H -0.72247 -2.57971 0.68575 0.1 1.5 0.0 0.2673
H -1.47100 -1.90768 2.08593 0.4 1.1 -0.8 0.2577
H -0.47358 1.00250 -1.97906 -2.7 -0.9 2.0 0.2697
H -2.22955 0.09601 -1.62163 1.2 1.0 0.1 0.2448
H -1.85128 1.72660 -0.85371 0.3 -0.7 -0.7 0.2410
H -1.13997 1.01372 1.40330 -0.4 0.9 1.2 -0.2253